# 1
Density functional theory data (ωB97M-V/def2-TZVPD) for a cluster of 13 separate species, C33H78F14N13O31S14 in total.

```
183
C33H78F14N13O31S14, DFT ωB97M-V/def2-TZVPD
C -7.3497 -21.1772 -14.6668
C -7.6826 -19.7954 -15.2474
O -7.8064 -19.5643 -16.4711
N -7.8708 -18.7350 -14.2147
H -8.7815 -18.8285 -13.7880
H -7.2486 -18.8892 -13.4342
C -7.7059 -17.3424 -14.6947
H -7.0779 -21.0903 -13.6149
H -6.5880 -21.6683 -15.2724
H -8.1996 -21.8576 -14.6131
H -6.6549 -17.2164 -14.9549
H -7.7924 -16.7031 -13.8161
H -8.4026 -17.1145 -15.5013
C -7.9177 -26.7598 -21.0439
C -8.5761 -25.4134 -20.8936
O -8.0466 -24.5437 -20.1505
N -9.7532 -25.0799 -21.7600
H -9.3869 -24.8662 -22.6766
H -10.3212 -25.9096 -21.8550
C -10.5111 -23.7896 -21.4002
H -7.2202 -26.9423 -20.2264
H -7.3619 -26.9736 -21.9569
H -8.6684 -27.5452 -20.9564
H -10.9206 -23.8812 -20.3942
H -11.2851 -23.7327 -22.1656
H -9.7929 -22.9706 -21.4384
C 2.2154 -18.3526 -15.1622
C 1.7163 -17.0531 -15.8833
O 1.1068 -17.0723 -16.9896
N 2.0172 -15.7444 -15.1677
H 2.9330 -15.8539 -14.7562
H 2.1999 -14.9778 -15.7994
C 0.8904 -15.3475 -14.2201
H 3.3025 -18.3635 -15.2403
H 1.8842 -19.2604 -15.6665
H 1.8520 -18.2239 -14.1427
H 1.0804 -14.3244 -13.8956
H 0.9128 -15.9179 -13.2915
H -0.1136 -15.5317 -14.6024
C -10.8609 -4.6786 -19.1599
C -10.9162 -6.1462 -19.4041
C -11.1952 -6.4550 -20.8545
N -10.9388 -7.9529 -21.1428
C -11.8617 -8.8196 -20.2249
C -11.1889 -8.3202 -22.6198
C -10.3043 -9.5175 -22.8762
C -9.0558 -9.2414 -22.0112
C -9.4604 -8.2503 -20.9256
H -10.5407 -4.5801 -18.1227
H -11.7664 -4.1292 -19.4177
H -10.0478 -4.3368 -19.8004
H -11.7918 -6.5791 -18.9204
H -10.0270 -6.6025 -18.9690
H -10.6067 -5.7833 -21.4795
H -12.2764 -6.3953 -20.9798
H -11.7256 -8.5647 -19.1739
H -11.6585 -9.8652 -20.4562
H -12.8967 -8.5303 -20.4069
H -12.2611 -8.4545 -22.7626
H -10.9338 -7.4640 -23.2444
H -10.8436 -10.4010 -22.5347
H -10.0396 -9.6263 -23.9280
H -8.5224 -10.1491 -21.7287
H -8.4538 -8.5358 -22.5837
H -9.2951 -8.5752 -19.8984
H -9.0056 -7.2648 -21.0265
C -2.6464 -19.6943 -31.1014
C -1.7718 -19.0241 -30.0391
C -1.7831 -17.5363 -30.2096
N -0.6453 -16.7792 -29.3878
C 0.7435 -17.1292 -29.8994
C -0.7324 -16.9174 -27.8682
C -0.2716 -15.5857 -27.1537
C 0.0396 -14.6285 -28.3133
C -0.7992 -15.2412 -29.4297
H -2.5857 -20.7451 -30.8179
H -2.4253 -19.4077 -32.1295
H -3.6330 -19.2332 -31.0549
H -0.7611 -19.4310 -30.0727
H -2.0642 -19.1235 -28.9938
H -2.7274 -17.0113 -30.0654
H -1.4845 -17.2106 -31.2061
H 0.9414 -18.1564 -29.5932
H 1.4494 -16.4282 -29.4540
H 0.8065 -17.1393 -30.9876
H -0.1992 -17.8397 -27.6378
H -1.7833 -17.0598 -27.6165
H 0.6068 -15.6359 -26.5104
H -1.1106 -15.2535 -26.5424
H 1.0924 -14.4740 -28.5493
H -0.3006 -13.6189 -28.0828
H -0.3981 -14.9430 -30.3984
H -1.8434 -14.9646 -29.2837
C -3.8094 -17.3515 -21.0296
C -3.9451 -18.8975 -21.0440
C -2.4891 -19.4850 -21.1486
N -2.3735 -20.9735 -20.8008
C -3.3120 -21.7902 -21.8225
C -2.7213 -21.3124 -19.3365
C -1.9855 -22.5677 -19.0492
C -0.8580 -22.6352 -20.1422
C -0.9016 -21.3816 -21.0116
H -4.7098 -16.8605 -20.6604
H -3.6226 -16.8840 -21.9964
H -3.0313 -17.0866 -20.3136
H -4.4030 -19.1895 -21.9891
H -4.5619 -19.4409 -20.3282
H -1.7983 -18.8660 -20.5762
H -2.1193 -19.3499 -22.1650
H -3.1484 -22.8597 -21.6910
H -3.1209 -21.4316 -22.8340
H -4.3838 -21.6395 -21.6933
H -3.8039 -21.3506 -19.2151
H -2.3136 -20.4506 -18.8082
H -2.6976 -23.3682 -19.2500
H -1.5767 -22.5906 -18.0390
H -0.9090 -23.5696 -20.7012
H 0.0888 -22.6599 -19.6026
H -0.6655 -21.6144 -22.0499
H -0.2656 -20.6040 -20.5886
N -7.1915 -11.6199 -14.1958
S -6.6323 -11.4611 -15.5533
O -5.9220 -10.1897 -15.8326
O -7.2785 -12.1972 -16.6575
F -5.3788 -12.4892 -15.3276
S -8.6853 -10.9526 -14.5604
O -9.7576 -11.9084 -14.9207
O -8.6357 -9.6076 -15.1079
F -9.0981 -10.5739 -13.0510
N 1.8381 -24.8098 -26.5011
S 0.7155 -24.2034 -27.2247
O -0.0310 -23.2061 -26.4972
O 0.0790 -24.8907 -28.3474
F 1.5748 -23.2006 -28.0792
S 0.8979 -26.0204 -25.7646
O 0.9736 -27.3301 -26.4176
O -0.3455 -25.6497 -25.1048
F 1.7794 -26.2629 -24.4816
N 5.6025 -18.7905 -23.8595
S 4.9132 -18.0022 -22.5059
O 3.5312 -17.6053 -22.7207
O 5.8257 -17.2061 -21.6877
F 4.7024 -19.3777 -21.6485
S 6.0632 -17.5326 -24.4826
O 7.1670 -16.7794 -23.9346
O 4.9902 -16.7835 -25.0633
F 6.7387 -18.3087 -25.7811
N -8.0164 -23.4320 -25.7182
S -6.7987 -24.2894 -26.7137
O -5.3537 -23.9019 -26.5799
O -7.2833 -24.6342 -28.0221
F -6.8553 -25.6951 -26.0180
S -7.7678 -22.1902 -26.5386
O -8.4180 -22.0349 -27.8240
O -6.6162 -21.3205 -26.3304
F -8.7854 -21.2872 -25.6419
N -4.7561 -19.4209 -11.3859
S -3.1910 -19.9733 -11.6860
O -3.1173 -21.2704 -12.2384
O -2.1012 -19.3616 -10.9824
F -3.0664 -19.1957 -13.0613
S -4.8292 -20.0346 -9.9782
O -4.2110 -19.3343 -8.8742
O -4.8221 -21.4966 -9.9802
F -6.4045 -19.6759 -9.8482
N -6.8030 -28.2513 -13.5900
S -6.6974 -29.3560 -14.8099
O -5.4463 -30.0789 -14.9764
O -7.3980 -29.0357 -16.0045
F -7.7109 -30.4093 -14.1330
S -5.5552 -27.5244 -14.0199
O -5.4875 -26.8993 -15.3485
O -4.3081 -27.9983 -13.4886
F -5.8880 -26.2426 -13.0412
N 2.1317 -11.3226 -17.2017
S 1.8257 -9.9295 -16.6576
O 0.6709 -9.7909 -15.7967
O 2.3168 -8.7175 -17.3239
F 2.9690 -10.1284 -15.5074
S 0.8837 -11.2220 -18.3199
O 0.8473 -10.0547 -19.2325
O -0.3257 -11.8346 -17.8191
F 1.4612 -12.4397 -19.2540
```

Its highest occupied orbital energy is -6.957 eV. Its HOMO-LUMO gap is 5.61 eV. As for the energy above the lowest of the compared OMol25 structures with the same formula, charge and spin: 11.957 eV. Its charge is -1. For the lowest unoccupied orbital energy, the calculation gives -1.351 eV.

# 2
Density functional theory data (ωB97M-V/def2-TZVPD) for a structure of composition C33H78N10O13SZn.

```
136
C33H78N10O13SZn, DFT ωB97M-V/def2-TZVPD
Zn 0.3217 1.1160 1.5215
S -0.1573 0.5444 -0.9917
O -1.5256 0.5714 -1.5044
O -0.0616 -0.3876 0.2290
O 0.8685 0.2254 -2.0310
O 0.1743 1.8866 -0.3377
C 1.3394 -5.4929 0.9901
C 0.2683 -4.7818 1.8095
N -0.7617 -5.6204 2.3744
C -0.2367 -6.5174 3.3299
C 0.2992 -5.8002 4.5747
C -1.6077 -6.2899 1.4202
C -2.9799 -6.6988 2.0052
H 2.0109 -4.7727 0.5145
H 0.9254 -6.1498 0.2241
H 1.9721 -6.1490 1.6062
H 0.7104 -4.1929 2.6303
H -0.1430 -3.9658 1.1906
H -1.0253 -7.1655 3.7126
H 0.5716 -7.1688 2.9430
H 0.4568 -6.5258 5.3715
H 1.2261 -5.2533 4.3846
H -0.4461 -5.0847 4.9455
H -1.1142 -7.2116 1.0515
H -1.7488 -5.6279 0.5785
H -3.6167 -7.0713 1.1955
H -3.5004 -5.8489 2.4374
H -2.9186 -7.4753 2.7662
C 0.5919 -0.0678 5.7276
C 0.0051 -0.5037 4.4249
O 0.3331 0.1443 3.3879
N -0.8660 -1.5513 4.5513
C -1.5085 -2.3267 3.5078
H 0.0473 -0.4490 6.5862
H 0.6031 1.0220 5.7471
H 1.6354 -0.3802 5.8008
H -0.9331 -1.9413 5.4693
H -2.4883 -1.9550 3.2183
H -1.6682 -3.3499 3.8588
H -0.8532 -2.4228 2.6501
C -0.7038 -2.3900 -3.7915
C 0.6664 -3.0491 -3.7704
O 0.8365 -4.1698 -4.2886
N 1.6928 -2.3343 -3.1790
C 3.0260 -2.7849 -3.2339
H -1.3263 -2.8900 -3.0508
H -1.1524 -2.5797 -4.7634
H -0.7277 -1.3310 -3.5708
H 1.5147 -1.4986 -2.6123
H 3.1131 -3.7059 -3.7829
H 3.4219 -2.9078 -2.2161
H 3.6553 -2.0139 -3.6963
C -0.9505 6.8162 -3.3078
C -1.2823 5.7616 -2.2794
O -0.7717 5.7580 -1.1742
N -2.1356 4.7974 -2.6766
C -2.5360 3.7052 -1.7844
H 0.1311 6.8843 -3.4004
H -1.3887 7.7660 -3.0292
H -1.2880 6.5154 -4.3069
H -2.4872 4.7651 -3.6103
H -2.6231 2.7642 -2.3309
H -3.5069 3.9275 -1.3312
H -1.7511 3.5112 -1.0565
C -1.0991 1.7710 -4.4586
C -0.1417 1.3077 -5.5687
O -0.2471 1.6904 -6.7632
N 0.8304 0.4525 -5.1320
C 1.7700 -0.1880 -5.9856
H -1.4245 0.8775 -3.9257
H -1.9723 2.1872 -4.9519
H -0.6232 2.4541 -3.7597
H 0.9119 0.2755 -4.1422
H 1.7054 0.2358 -6.9802
H 1.6186 -1.2710 -6.0224
H 2.7873 -0.0197 -5.6074
C 1.3246 4.7672 1.0093
C 1.3174 4.0351 2.3335
O 0.8529 2.9115 2.4153
N 1.8721 4.6428 3.4261
C 1.8749 4.0103 4.7224
H 0.3011 4.9009 0.6546
H 1.8460 4.1412 0.2867
H 1.7878 5.7516 1.0741
H 2.4925 5.4124 3.2716
H 2.6330 4.4630 5.3446
H 2.0606 2.9443 4.5911
H 0.9018 4.1456 5.1931
C -3.8523 -1.2890 0.0034
C -4.5469 -1.3130 -1.3477
O -5.5122 -2.0062 -1.5654
N -4.0348 -0.4416 -2.2354
C -4.5834 -0.2446 -3.5710
H -2.9082 -1.8249 0.0217
H -4.5335 -1.7450 0.7158
H -3.6856 -0.2544 0.3008
H -3.1375 0.0076 -1.9793
H -4.8318 -1.1940 -4.0335
H -3.8474 0.3204 -4.1416
H -5.4717 0.4007 -3.5474
C 4.5878 1.6337 1.5165
C 3.6315 0.4954 1.3528
O 2.3918 0.6331 1.5685
N 4.1635 -0.6991 0.9973
C 3.3205 -1.7949 0.6576
H 5.6213 1.3548 1.3017
H 4.5683 2.0121 2.5387
H 4.2946 2.4456 0.8506
H 5.1466 -0.7313 0.8096
H 2.5368 -1.4743 -0.0331
H 2.8256 -2.1855 1.5497
H 3.9020 -2.5865 0.2005
C 4.4121 0.9593 -2.4174
C 3.9252 2.3789 -2.4968
O 4.7006 3.2982 -2.7060
N 2.6024 2.5434 -2.2608
C 2.0110 3.8323 -2.3240
H 3.6056 0.2471 -2.2071
H 5.2401 0.8916 -1.7206
H 4.7737 0.6510 -3.4075
H 1.9998 1.7266 -2.1095
H 2.0422 4.2212 -3.3391
H 2.5506 4.5226 -1.6710
H 1.0044 3.7604 -1.9156
C -3.8762 2.1144 1.1469
C -2.7840 2.1704 2.2002
O -1.6980 1.7005 2.0215
N -3.1257 2.6470 3.4224
C -2.1907 2.6857 4.5214
H -4.7238 1.5519 1.5476
H -3.5133 1.6433 0.2440
H -4.2393 3.1258 0.9375
H -3.9924 3.1237 3.5693
H -2.3510 3.5832 5.1184
H -1.1713 2.7966 4.1402
H -2.2534 1.7794 5.1220
```

Its highest occupied orbital energy is -8.592 eV. Its HOMO-LUMO gap is 8.30 eV. As for the energy above the lowest of the compared OMol25 structures with the same formula, charge and spin: 0.163 eV. For the lowest unoccupied orbital energy, the calculation gives -0.292 eV.